58
Properties=species:S:1:pos:R:3:forces:R:3:nbo_charge:R:1 method="wB97M-V/def2-TZVPD" smiles=Oc1ccc(C[C@H]2CNCCN2CCCCC2CCCCC2)cc1 relative_energy_kj_mol=19.9 lumo_energy_ha=0.0286 total_energy_ev=-27356.97515 homo_lumo_gap_ha=0.311 homo_energy_ev=-7.67
O 0.47028 3.63322 1.86675 0.1 0.1 0.1 -0.671
C -0.32897 2.85061 1.08768 -0.3 -0.2 -0.1 0.302
C -1.63795 2.55170 1.44092 0.2 0.1 0.1 -0.297
C -2.42102 1.78092 0.60211 0.1 0.0 -0.1 -0.184
C -1.92052 1.29271 -0.59695 -0.1 0.1 -0.1 -0.057
C -2.78495 0.45669 -1.49264 0.1 -0.3 0.3 -0.424
C -2.67732 -1.03462 -1.11701 -0.4 0.0 -0.2 -0.040
C -3.73699 -1.88401 -1.85571 0.1 0.1 0.3 -0.243
N -3.45661 -2.06922 -3.26833 -0.1 0.2 -0.2 -0.616
C -2.12259 -2.62033 -3.44737 0.3 0.2 0.0 -0.245
C -1.05339 -1.75692 -2.76006 -0.2 -0.2 -0.2 -0.228
N -1.32911 -1.53531 -1.35078 0.0 0.1 -0.1 -0.485
C -0.93130 -2.62416 -0.47264 0.2 0.1 0.4 -0.205
C 0.16658 -2.17963 0.50191 -0.1 -0.2 -0.3 -0.388
C 1.49244 -1.89966 -0.20775 0.0 -0.1 0.3 -0.416
C 2.72785 -2.03795 0.69030 0.1 0.2 0.0 -0.371
C 3.19034 -0.79631 1.46324 -0.2 -0.1 -0.3 -0.213
C 2.12279 -0.18639 2.36892 0.3 -0.1 0.2 -0.399
C 2.74468 0.90740 3.23414 -0.2 0.2 -0.1 -0.392
C 3.36461 1.99657 2.36341 0.2 -0.1 0.1 -0.404
C 4.37741 1.40532 1.38752 -0.2 0.2 -0.1 -0.392
C 3.74358 0.29778 0.54975 0.3 -0.1 0.3 -0.400
C -0.60094 1.57504 -0.92690 -0.1 0.0 0.1 -0.120
C 0.19014 2.34769 -0.10060 0.1 0.2 0.3 -0.298
H -0.00851 3.90246 2.65919 0.0 0.0 -0.1 0.481
H -2.04529 2.93318 2.36865 0.0 0.0 0.1 0.205
H -3.44241 1.56558 0.88290 -0.1 0.0 0.0 0.207
H -3.82904 0.75840 -1.38196 0.0 0.0 -0.1 0.211
H -2.49516 0.60731 -2.53277 -0.1 0.0 -0.1 0.204
H -2.86731 -1.10356 -0.04008 0.0 0.0 0.0 0.203
H -3.76841 -2.88213 -1.40477 -0.1 0.0 0.1 0.189
H -4.72646 -1.43298 -1.75280 0.0 0.0 0.1 0.198
H -3.51697 -1.17316 -3.74504 0.0 -0.1 0.0 0.344
H -2.12622 -3.62570 -3.01368 0.1 0.0 -0.1 0.185
H -1.91810 -2.70584 -4.51685 0.0 -0.1 0.0 0.199
H -1.01156 -0.78269 -3.25932 0.1 0.0 -0.1 0.182
H -0.06827 -2.21541 -2.85406 0.1 0.1 0.0 0.205
H -1.78751 -2.98518 0.10957 0.0 0.0 -0.1 0.185
H -0.56168 -3.47333 -1.05756 0.0 0.0 0.0 0.181
H -0.17881 -1.29240 1.03137 -0.1 0.0 0.1 0.207
H 0.30789 -2.97961 1.23286 0.0 0.0 0.1 0.191
H 1.59751 -2.62878 -1.01557 0.0 0.0 -0.1 0.193
H 1.45714 -0.91244 -0.66517 0.0 0.1 -0.2 0.209
H 3.57002 -2.35329 0.06755 0.0 -0.1 0.0 0.199
H 2.54493 -2.84264 1.40776 0.0 -0.1 0.0 0.194
H 4.01595 -1.13252 2.10519 0.0 0.0 0.0 0.192
H 1.68417 -0.95919 3.00416 -0.1 0.0 0.0 0.203
H 1.32833 0.24810 1.75994 -0.1 0.0 -0.1 0.201
H 1.98345 1.34561 3.88372 0.0 0.0 0.1 0.201
H 3.51504 0.46802 3.87365 0.0 0.0 0.1 0.190
H 3.85363 2.74136 2.99575 -0.1 0.1 0.0 0.202
H 2.57505 2.50223 1.80778 0.0 0.1 0.0 0.211
H 4.76380 2.19213 0.73537 0.1 0.0 0.0 0.203
H 5.22204 0.99270 1.94596 0.1 0.0 0.0 0.189
H 4.48883 -0.12360 -0.12951 0.0 0.0 -0.1 0.202
H 2.93614 0.71605 -0.05322 -0.1 0.0 -0.1 0.193
H -0.18850 1.19094 -1.84721 0.0 0.0 -0.1 0.205
H 1.20863 2.58609 -0.36483 0.1 0.0 0.0 0.222

65
Properties=species:S:1:pos:R:3:forces:R:3:nbo_charge:R:1 method="wB97M-V/def2-TZVPD" smiles="CC[C@@H](NS(=O)(=O)c1ccc(C)cc1)C(=O)N1CCOCCOCCOCCOCC1" relative_energy_kj_mol=0.0 lumo_energy_ha=0.0249 total_energy_ev=-50475.56236 homo_lumo_gap_ha=0.360 homo_energy_ev=-9.13
C -0.48002 -4.26656 -1.87464 0.0 0.0 0.2 -0.607
C -0.71028 -3.55823 -0.54637 0.0 0.2 -0.3 -0.390
C -1.07114 -2.08031 -0.76703 0.3 -0.1 0.3 -0.173
N -2.28242 -1.96941 -1.54781 -0.1 0.5 -0.7 -0.842
S -2.33648 -0.60942 -2.50852 -0.1 -0.2 -0.2 2.320
O -3.59009 -0.63178 -3.19860 -0.2 0.0 0.4 -0.929
O -1.11987 -0.60151 -3.27372 0.1 0.1 0.3 -0.955
C -2.29102 0.78476 -1.38760 0.0 -0.4 -0.5 -0.355
C -1.11111 1.48003 -1.22488 0.2 0.0 -0.1 -0.210
C -1.05778 2.53454 -0.32935 -0.2 0.0 0.0 -0.178
C -2.18217 2.88450 0.41013 0.1 0.0 -0.1 0.002
C -2.13460 4.02197 1.38378 0.0 0.0 0.0 -0.637
C -3.36402 2.17175 0.22475 0.0 -0.1 -0.1 -0.216
C -3.42333 1.12294 -0.67366 -0.2 0.1 0.1 -0.145
C -1.28709 -1.38289 0.58073 0.0 0.0 -0.1 0.695
O -2.43133 -1.25093 0.99387 -0.3 -0.2 0.0 -0.668
N -0.22027 -0.95865 1.28707 0.0 0.0 0.2 -0.431
C 1.15485 -1.01318 0.85180 0.3 -0.2 0.0 -0.266
C 2.00624 -2.01903 1.65811 -0.2 0.1 0.0 -0.080
O 2.94504 -2.70844 0.86321 -0.1 -0.1 -0.1 -0.529
C 4.13219 -2.02618 0.53767 0.1 0.2 -0.4 -0.082
C 4.01605 -1.04776 -0.64162 0.2 -0.3 0.2 -0.095
O 3.72120 0.24237 -0.14929 -0.1 0.2 0.1 -0.563
C 3.15443 1.11441 -1.10129 -0.1 0.3 0.1 -0.084
C 2.97839 2.51065 -0.48814 0.2 -0.4 -0.3 -0.076
O 2.20885 2.52838 0.69184 -0.3 -0.2 0.1 -0.557
C 2.97648 2.32571 1.86738 -0.1 0.0 0.5 -0.098
C 2.07087 2.27993 3.10040 0.4 0.1 -0.4 -0.079
O 1.36582 1.06667 3.21821 0.1 -0.2 -0.1 -0.556
C 0.05639 1.08689 2.67686 -0.2 -0.1 0.0 -0.082
C -0.46021 -0.34827 2.58415 -0.1 0.4 0.1 -0.256
H -0.29123 -5.32452 -1.71054 0.0 -0.1 -0.1 0.211
H 0.37454 -3.83617 -2.39098 0.1 0.0 -0.1 0.204
H -1.35356 -4.15392 -2.51030 0.0 -0.1 -0.1 0.225
H 0.18850 -3.62059 0.06870 0.0 0.0 0.1 0.210
H -1.53154 -4.03455 -0.00752 0.0 0.0 0.1 0.209
H -0.30580 -1.59660 -1.37761 0.1 -0.1 0.2 0.239
H -3.10952 -2.04671 -0.96766 -0.2 0.1 0.1 0.421
H -0.25474 1.19552 -1.81602 0.1 0.0 -0.1 0.235
H -0.13453 3.08027 -0.19887 0.1 0.0 0.1 0.218
H -2.69163 4.87237 0.99121 0.0 0.1 0.0 0.227
H -2.59062 3.73587 2.32945 0.0 0.0 0.1 0.221
H -1.11020 4.33742 1.56360 0.1 0.1 0.1 0.216
H -4.24161 2.44236 0.79293 -0.1 0.0 0.1 0.216
H -4.33222 0.56573 -0.83352 -0.2 0.0 0.1 0.235
H 1.58700 -0.01666 0.94356 0.0 0.0 -0.2 0.233
H 1.19013 -1.31688 -0.19143 0.1 0.1 0.0 0.216
H 2.50760 -1.50958 2.49059 0.0 -0.1 0.0 0.181
H 1.35628 -2.80169 2.06125 0.0 0.1 0.0 0.191
H 4.51420 -1.47427 1.40630 0.0 0.0 0.0 0.178
H 4.84047 -2.81522 0.27318 0.0 0.1 0.0 0.195
H 4.96701 -1.01874 -1.19356 -0.1 0.0 0.0 0.177
H 3.23355 -1.39433 -1.32824 0.0 0.0 0.0 0.180
H 2.17871 0.72733 -1.43033 0.1 0.0 0.0 0.170
H 3.80626 1.20169 -1.98341 -0.1 0.0 0.0 0.177
H 3.96493 2.95059 -0.29513 0.0 0.0 -0.1 0.174
H 2.44748 3.13242 -1.21513 0.1 0.0 0.0 0.195
H 3.53561 1.38732 1.79770 0.0 0.1 0.1 0.201
H 3.69036 3.15629 1.98156 0.0 -0.1 0.0 0.168
H 1.38128 3.13153 3.08719 0.0 0.0 0.0 0.174
H 2.70815 2.35167 3.98736 0.0 0.1 -0.1 0.193
H 0.04797 1.55530 1.68731 0.0 -0.1 0.1 0.198
H -0.59698 1.67050 3.34220 0.0 0.0 -0.1 0.174
H 0.03083 -0.93677 3.36435 -0.1 0.0 0.1 0.205
H -1.54030 -0.36904 2.73666 0.2 0.0 0.1 0.256

64
Properties=species:S:1:pos:R:3:forces:R:3:nbo_charge:R:1 method="wB97M-V/def2-TZVPD" smiles="O=C1C=C(O)C(=O)C=C1O.CC(C)=O.CC(C)=O.CC(C)=O.CC(C)=O.CC(C)=O" relative_energy_kj_mol=96.9 lumo_energy_ha=-0.0707 total_energy_ev=-40746.00025 homo_lumo_gap_ha=0.250 homo_energy_ev=-8.73
O -34.98419 7.99146 11.00825 -1.0 0.2 1.8 -0.546
C -34.10227 7.99299 10.19790 0.3 -0.5 -2.2 0.477
C -34.38360 7.78461 8.80405 5.3 1.0 -5.5 -0.403
C -33.13058 7.90999 7.74099 -6.7 -0.6 2.4 0.380
O -33.34540 7.89513 6.37708 5.5 0.4 3.6 -0.590
C -31.75962 8.06327 8.23328 3.1 0.0 1.2 0.381
O -30.81357 8.13979 7.45174 -1.0 0.0 0.0 -0.505
C -31.46415 8.12272 9.70263 -3.4 0.4 3.5 -0.354
C -32.69204 8.14927 10.60577 7.3 0.5 0.9 0.285
O -32.51184 8.31619 12.03988 0.1 -0.6 -5.0 -0.637
H -35.40511 7.80569 8.40295 0.6 -0.2 0.3 0.229
H -34.23190 7.84034 6.33042 -5.3 -0.4 -1.1 0.490
H -30.30766 8.25075 10.13474 -3.6 -0.5 -1.4 0.284
H -33.43651 8.31022 12.27428 -1.1 0.2 1.3 0.508
C -32.32731 12.54755 12.16973 0.1 3.8 -1.6 -0.719
C -31.28312 12.58787 11.03510 -2.0 6.0 -0.7 0.581
C -30.93112 11.42684 10.23933 0.4 0.2 -2.9 -0.725
O -30.87925 13.75910 10.77453 -0.3 -3.4 0.3 -0.569
H -33.37355 13.01441 12.10271 1.5 -1.2 -0.8 0.247
H -31.87965 13.20128 12.88147 0.5 1.0 0.6 0.235
H -32.23817 11.69841 12.65778 -0.7 -4.7 2.0 0.215
H -30.28683 10.91983 10.88903 0.9 -1.7 0.8 0.244
H -30.30316 11.71269 9.31015 -1.1 -0.2 1.6 0.237
H -31.79583 10.80895 9.90490 0.6 0.4 0.7 0.249
C -33.40440 11.45465 7.32220 0.9 2.7 0.9 -0.743
C -34.17624 12.21006 8.43141 -2.1 0.5 0.8 0.618
C -34.31205 13.75170 8.20084 -3.9 -2.7 -0.7 -0.716
O -34.69641 11.56590 9.39048 2.0 2.3 -3.2 -0.567
H -33.44928 10.62961 7.92059 0.9 -3.6 0.2 0.234
H -32.37290 11.83392 7.05789 -1.0 -0.3 0.9 0.240
H -33.89561 11.41331 6.38017 -0.9 -0.2 -0.5 0.239
H -33.38049 14.08696 8.00725 2.9 1.6 -0.6 0.228
H -34.84982 14.20819 8.95938 -0.1 0.9 2.4 0.231
H -35.08143 14.06897 7.41657 1.5 -1.2 0.0 0.237
C -37.47918 9.25390 5.58126 -4.9 -2.9 -2.2 -0.686
C -37.44558 7.85460 4.73909 7.7 2.1 1.5 0.586
C -38.50937 7.50351 3.89767 -2.9 -2.9 0.2 -0.740
O -36.29022 7.35670 4.61497 -3.1 0.6 0.8 -0.576
H -38.44756 9.33493 6.15232 0.8 -0.2 -0.5 0.212
H -37.65432 9.88621 4.71848 0.6 0.9 0.2 0.228
H -36.73474 9.47082 6.24720 2.4 0.3 1.0 0.225
H -38.40221 6.52704 3.32541 -0.1 0.9 1.4 0.260
H -38.73946 8.16128 3.13904 0.0 2.1 -1.6 0.256
H -39.37358 7.62097 4.58719 -0.2 -0.9 -0.7 0.237
C -28.35014 5.66145 7.24678 -0.2 -1.7 -1.7 -0.730
C -28.18579 6.27085 8.58211 1.4 2.8 -2.4 0.602
C -27.55383 7.68726 8.67660 3.5 -2.4 -2.8 -0.725
O -28.67603 5.80927 9.52287 -1.8 -2.2 4.4 -0.527
H -27.59009 4.87781 6.95854 -0.2 1.2 0.4 0.242
H -28.34713 6.49457 6.55520 0.0 -0.3 -0.6 0.228
H -29.29541 5.05441 7.13545 0.7 1.0 0.5 0.241
H -26.72887 7.82286 9.35619 -0.3 -0.2 1.0 0.233
H -28.24701 8.41420 8.65644 -2.8 2.4 0.9 0.234
H -27.04439 7.95859 7.71289 -0.2 -0.6 0.4 0.204
C -36.73357 8.94475 14.52373 3.5 5.5 4.7 -0.670
C -35.53832 9.88591 14.10723 1.5 -2.1 -0.6 0.613
C -35.86723 11.39981 13.99497 -1.9 -0.9 -2.4 -0.730
O -34.41239 9.38014 13.87897 -3.1 2.1 0.6 -0.575
H -36.71844 8.03212 14.17486 1.1 -5.1 -1.2 0.222
H -37.56112 9.32081 14.09908 -3.3 1.9 -0.9 0.208
H -36.72787 9.10500 15.71919 -0.4 -0.8 -2.7 0.223
H -36.32576 11.66456 12.90231 0.4 -1.1 2.6 0.249
H -35.02962 11.99074 13.89848 2.4 0.9 0.3 0.231
H -36.47532 11.83235 14.79960 -0.2 -0.5 -0.3 0.231

67
Properties=species:S:1:pos:R:3:forces:R:3:nbo_charge:R:1 method="wB97M-V/def2-TZVPD" charge=+1 relative_energy_kj_mol=0.0 lumo_energy_ha="-0.1131 / -0.1130" total_energy_ev=-271477.30933 homo_lumo_gap_ha="0.261 / 0.261" homo_energy_ev="-10.18 / -10.18"
Ni -0.34066 -0.97764 -1.23257 0.2 -0.5 -0.1 0.503
N -3.44909 -3.61880 -1.46432 0.0 -0.1 0.0 -0.318
C -2.19420 -3.33258 -1.81582 -0.1 0.0 0.1 0.224
N -1.85916 -2.19171 -1.24726 0.0 -0.1 0.0 -0.541
C -2.97991 -1.81263 -0.57092 0.1 0.0 0.0 0.285
N -3.96967 -2.66262 -0.67689 0.0 0.0 0.1 -0.223
C -2.97117 -0.54018 0.14345 0.0 0.1 0.0 0.102
C -4.01651 -0.10429 0.94695 0.0 0.0 0.0 0.050
N -3.95572 1.04814 1.60091 0.0 0.0 0.0 -0.340
C -2.85238 1.76723 1.44259 0.1 0.0 0.0 0.021
C -1.80645 1.33944 0.63443 0.0 0.1 0.0 0.003
N -1.85571 0.18345 -0.01645 -0.1 0.0 0.0 -0.451
H -4.01289 -4.40631 -1.74296 0.0 0.0 0.0 0.439
H -1.58486 -3.92605 -2.47563 0.0 0.0 0.0 0.253
H -4.90952 -0.70660 1.06003 0.0 0.0 0.0 0.228
H -2.78988 2.71181 1.96879 0.0 0.0 0.0 0.217
H -0.91843 1.94669 0.50845 0.0 0.0 0.0 0.202
C 0.74704 2.26196 -2.08573 0.1 0.0 0.0 -0.956
As 1.30832 0.53376 -1.41479 0.3 0.2 0.1 1.079
C 2.84346 0.17155 -2.54591 -0.1 -0.1 0.0 -0.953
C 2.13502 1.12733 0.27104 0.0 0.0 -0.1 -0.740
C 2.69269 0.09310 1.25692 -0.1 0.0 0.0 -0.046
C 3.71607 -0.80779 0.55987 0.0 0.0 0.0 -0.621
C 1.57290 -0.75667 1.87566 0.0 0.0 0.0 -0.728
As 0.62859 -1.99106 0.69445 -0.2 0.1 0.1 0.953
C -0.72524 -2.59649 1.95577 0.1 0.0 0.0 -0.944
C 1.72791 -3.59504 0.61364 0.0 0.0 0.0 -0.939
C 3.43904 0.82831 2.39018 0.0 0.0 0.0 -0.727
As 2.72642 2.27399 3.56255 0.0 0.0 -0.1 0.913
C 0.77688 2.00250 3.63140 0.0 0.0 0.0 -0.964
C 2.71533 3.77342 2.28751 0.0 0.0 0.0 -0.956
H 1.58634 2.95556 -2.03236 0.0 0.0 0.0 0.237
H -0.08763 2.65491 -1.50786 0.0 0.0 0.0 0.233
H 0.44026 2.13339 -3.12120 0.0 0.0 0.0 0.259
H 3.68148 0.78787 -2.22483 0.0 0.0 0.0 0.236
H 2.57381 0.41307 -3.57162 0.0 0.0 0.0 0.259
H 3.11884 -0.87930 -2.49367 0.0 0.0 0.0 0.242
H 1.39272 1.75040 0.77381 0.0 0.0 0.0 0.226
H 2.93972 1.79975 -0.04180 0.0 0.0 0.0 0.234
H 3.27236 -1.38521 -0.25446 0.0 0.0 0.0 0.197
H 4.15490 -1.51376 1.26756 0.0 0.0 0.0 0.225
H 4.52745 -0.21363 0.13536 0.0 0.0 0.0 0.222
H 0.78264 -0.10882 2.25888 0.0 0.0 0.0 0.237
H 1.95717 -1.32926 2.72427 0.0 0.0 0.0 0.232
H -0.25311 -2.91559 2.88469 0.0 0.0 0.0 0.238
H -1.27806 -3.43490 1.53358 0.0 0.0 0.0 0.236
H -1.41784 -1.78402 2.17189 0.0 0.0 0.0 0.233
H 2.21157 -3.75793 1.57621 0.0 0.0 0.0 0.236
H 2.48117 -3.51848 -0.16565 0.0 0.0 0.0 0.242
H 1.07869 -4.44176 0.39454 0.0 0.0 0.0 0.240
H 4.32768 1.30705 1.96361 0.0 0.0 0.0 0.228
H 3.82040 0.07317 3.08297 0.0 0.0 0.0 0.228
H 0.53197 1.09442 4.18070 0.0 0.0 0.0 0.230
H 0.30243 1.98016 2.64992 0.0 0.0 0.0 0.190
H 0.37259 2.84781 4.18881 0.0 0.0 0.0 0.242
H 3.67690 3.81839 1.77620 0.0 0.0 0.0 0.230
H 2.59387 4.69702 2.85151 0.0 0.0 0.0 0.240
H 1.91824 3.70839 1.54772 0.0 0.0 0.0 0.203
Te -0.39873 -0.90386 -3.75790 -0.1 0.2 0.0 0.064
C -2.32407 -0.07344 -3.70258 -0.1 -0.1 -0.1 -0.503
C -2.71192 1.23431 -3.63498 0.0 0.0 0.0 -0.299
C -4.12373 1.39528 -3.56359 0.0 0.0 0.0 -0.244
C -4.79138 0.20969 -3.58277 0.0 0.0 0.0 -0.428
S -3.70257 -1.10348 -3.71161 0.0 0.1 -0.1 0.427
H -2.01692 2.06187 -3.64287 0.0 0.0 0.0 0.225
H -4.61829 2.35446 -3.51098 0.0 0.0 0.0 0.232
H -5.85721 0.05025 -3.55685 0.0 0.0 0.0 0.247